# 1
Computed, not measured: 8 unconnected molecules or ions with the total composition C31H62O15, with ωB97M-V/def2-TZVPD.

Structure (ORCA input):
```
! wB97M-V def2-TZVPD RIJCOSX def2/J DEFGRID3
* xyz 0 1
C 3.18 2.03 3.98
C 4.39 2.86 3.38
O 5.33 1.92 2.91
C 5.62 1.78 1.65
C 6.61 0.80 1.17
O 4.97 2.42 0.78
H 3.46 1.54 4.85
H 2.50 1.41 3.30
H 2.60 2.75 4.31
H 3.96 3.63 2.66
H 4.59 3.57 4.08
H 6.82 0.77 0.01
H 6.45 -0.25 1.47
H 7.56 1.09 1.55
C -6.49 -2.34 -1.62
C -5.43 -1.46 -0.75
O -6.04 -1.07 0.52
C -5.47 -0.13 1.22
C -6.44 0.33 2.27
O -4.32 0.22 1.05
H -7.16 -1.75 -2.01
H -6.94 -3.21 -0.90
H -6.07 -2.79 -2.74
H -4.28 -1.95 -0.62
H -5.21 -0.53 -1.48
H -7.11 0.90 1.77
H -5.76 0.89 3.01
H -6.84 -0.53 2.75
C -4.93 6.33 -5.86
C -4.60 5.08 -5.05
O -3.56 4.54 -5.61
C -3.14 3.24 -5.29
C -1.89 2.77 -5.99
O -3.76 2.54 -4.47
H -5.97 6.84 -5.52
H -4.89 6.26 -6.82
H -4.15 7.29 -5.82
H -4.47 5.47 -4.01
H -5.51 4.32 -5.25
H -2.12 2.89 -6.96
H -1.97 1.52 -5.85
H -1.18 3.16 -5.40
C -2.53 -2.52 2.06
C -1.30 -3.49 2.36
O -0.49 -3.34 1.22
C 0.59 -4.20 1.18
C 1.45 -4.14 -0.08
O 0.87 -4.99 2.20
H -2.91 -2.47 1.14
H -2.02 -1.62 2.35
H -3.33 -2.79 2.83
H -0.77 -3.38 3.33
H -1.75 -4.47 2.41
H 2.46 -3.96 0.36
H 1.11 -3.21 -0.84
H 1.46 -5.07 -0.61
C 4.80 -1.62 -7.20
C 4.48 -0.99 -5.88
O 3.06 -0.72 -5.71
C 2.54 -0.66 -4.54
C 1.10 -0.08 -4.55
O 3.07 -0.92 -3.37
H 5.86 -1.89 -7.30
H 4.66 -1.14 -7.94
H 4.31 -2.60 -7.39
H 4.87 -1.54 -4.86
H 4.78 0.18 -5.76
H 0.98 0.87 -4.87
H 0.50 -0.39 -3.72
H 0.58 -0.78 -5.27
C -1.67 0.83 -2.28
C -1.37 0.17 -0.85
O 0.05 -0.21 -0.80
C 0.68 -0.24 0.44
C 2.11 -0.61 0.29
O 0.08 -0.06 1.53
H -0.84 1.48 -2.60
H -2.32 1.59 -2.21
H -1.96 0.03 -2.90
H -1.49 0.87 0.02
H -1.92 -0.69 -0.73
H 2.87 -0.19 0.92
H 2.48 -0.70 -0.65
H 1.95 -1.54 0.77
C 1.26 -1.88 5.01
C 2.30 -1.58 3.93
O 3.66 -1.68 4.47
C 4.62 -1.61 3.55
C 5.99 -1.66 4.19
O 4.55 -1.55 2.27
H 0.19 -1.62 4.62
H 1.47 -1.17 5.66
H 1.46 -2.79 5.55
H 2.24 -2.30 3.12
H 2.14 -0.62 3.62
H 5.66 -1.78 5.18
H 6.16 -0.57 4.23
H 6.77 -2.32 3.76
C -0.62 1.21 5.25
C -1.99 0.50 5.17
C -2.81 0.85 3.95
O -2.60 -0.12 6.20
H 0.11 0.71 4.59
H -0.23 1.08 6.32
H -0.81 2.14 5.11
H -2.23 0.90 3.00
H -3.13 1.80 4.10
H -3.54 0.07 3.94
*
```

- SMILES = CCOC(C)=O.CCOC(C)=O.CCOC(C)=O.CCOC(C)=O.CCOC(C)=O.CCOC(C)=O.CCOC(C)=O.CC(C)=O
- largest force on an atom (eV/Å) = 11.69
- E_LUMO (eV) = 0.522
- gap between HOMO and LUMO (eV) = 9.9
- energy relative to the best compared isomer or geometry (same formula, charge and spin) (kcal/mol) = 96.1
- HOMO level (Ha) = -0.346

Results of the Löwdin charge analysis, in e, for atoms 1 through 6: -0.02 -0.17 0.02 -0.53 0.00 0.03



# 2
Computed, not measured: 3 unconnected molecules or ions with the total composition C31H63FN2O5, with ωB97M-V/def2-TZVPD.

Structure (ORCA input):
```
! wB97M-V def2-TZVPD RIJCOSX def2/J DEFGRID3
* xyz 0 3
C -2.50 1.94 3.59
C -2.49 3.01 2.51
O -3.11 2.58 1.31
C -2.21 2.43 0.22
C -1.46 1.12 0.33
C -0.42 0.87 -0.75
O 0.54 1.90 -0.92
C 1.23 2.31 0.24
C 1.90 1.18 1.02
C 2.35 1.63 2.42
C 2.26 3.37 -0.19
C 1.72 4.38 -1.20
C 0.37 5.00 -0.83
C 0.34 5.67 0.52
F -0.99 5.89 0.90
O 3.50 2.83 -0.61
C 3.51 2.12 -1.83
H -3.38 1.30 3.46
H -2.53 2.39 4.58
H -1.62 1.30 3.54
H -1.46 3.34 2.31
H -3.03 3.89 2.86
H -1.55 3.30 0.21
H -2.79 2.45 -0.71
H -2.20 0.31 0.25
H -1.02 1.04 1.32
H -0.90 0.75 -1.71
H 0.09 -0.08 -0.54
H 0.54 2.82 0.94
H 1.22 0.34 1.14
H 2.76 0.81 0.47
H 1.65 1.26 3.17
H 2.37 2.71 2.53
H 3.32 1.21 2.67
H 2.52 3.94 0.71
H 2.47 5.17 -1.29
H 1.61 3.91 -2.18
H 0.15 5.76 -1.59
H -0.41 4.25 -0.90
H 0.82 6.65 0.50
H 0.79 5.07 1.31
H 3.96 1.14 -1.67
H 4.11 2.66 -2.57
H 2.51 1.96 -2.23
C -7.64 -0.75 -1.37
C -6.12 -0.52 -1.47
C -5.81 0.66 -2.39
C -6.09 0.36 -3.86
C -5.34 -0.89 -4.31
C -5.57 -2.11 -3.42
N -5.40 -1.73 -1.99
O -4.18 -1.78 -1.60
C -6.96 -2.72 -3.68
C -4.54 -3.19 -3.75
C -5.62 -0.24 -0.06
H -8.07 0.01 -0.73
H -8.15 -0.69 -2.33
H -7.85 -1.73 -0.93
H -4.76 0.93 -2.27
H -6.40 1.52 -2.05
H -7.16 0.25 -4.04
H -5.77 1.21 -4.46
H -5.62 -1.15 -5.34
H -4.26 -0.67 -4.33
H -7.19 -3.48 -2.94
H -6.97 -3.20 -4.66
H -7.76 -1.99 -3.69
H -3.53 -2.81 -3.69
H -4.72 -3.54 -4.77
H -4.63 -4.03 -3.07
H -5.80 -1.09 0.60
H -6.15 0.62 0.35
H -4.56 -0.01 -0.04
C 6.22 -2.49 -0.11
C 5.74 -1.82 1.18
C 6.83 -1.84 2.25
C 7.09 -3.23 2.81
C 5.81 -3.87 3.34
C 4.65 -3.86 2.33
N 4.51 -2.49 1.74
O 3.80 -1.71 2.46
C 4.86 -4.93 1.25
C 3.35 -4.19 3.04
C 5.37 -0.38 0.83
H 6.91 -1.82 -0.62
H 6.77 -3.42 0.05
H 5.39 -2.70 -0.78
H 6.53 -1.17 3.07
H 7.74 -1.41 1.82
H 7.55 -3.87 2.05
H 7.82 -3.16 3.63
H 5.99 -4.90 3.64
H 5.49 -3.33 4.24
H 4.13 -4.81 0.44
H 4.72 -5.91 1.68
H 5.86 -4.92 0.81
H 3.17 -3.54 3.89
H 3.40 -5.22 3.40
H 2.50 -4.10 2.36
H 4.56 -0.36 0.09
H 6.24 0.10 0.39
H 5.06 0.19 1.69
*
```

- largest force on an atom (eV/Å) = 0.88
- E_LUMO (alpha / beta) (eV) = 0.770 / 0.568
- expectation value of S² = 2.01
- gap between HOMO and LUMO (alpha / beta) (eV) = 8.8 / 9.8
- energy relative to the best compared isomer or geometry (same formula, charge and spin) (kcal/mol) = 0.0
- HOMO level (alpha / beta) (Ha) = -0.297 / -0.339

Results of the Löwdin charge analysis, in e, for atoms 1 through 6: -0.07 -0.27 -0.15 -0.20 -0.14 -0.19



# 3
Computed, not measured: a molecular structure, C31H64Cl2NNbO10P, with ωB97M-V/def2-TZVPD.

Structure (ORCA input):
```
! wB97M-V def2-TZVPD RIJCOSX def2/J DEFGRID3
* xyz -1 1
C -6.66 -3.62 -0.36
C -7.01 -2.88 -1.47
C -6.05 -1.98 -2.33
Nb -5.36 -0.06 -1.28
N -4.09 -1.24 -0.01
C -2.94 -0.49 0.54
C -1.73 -1.49 0.91
C -0.49 -0.72 1.55
O -6.85 -0.18 0.18
C -6.49 0.40 1.45
C -7.21 1.85 1.52
C -6.11 3.00 1.50
O -7.94 1.97 2.76
C -6.58 1.31 -2.64
Cl -5.68 2.71 -3.46
C -7.93 1.21 -2.96
C -8.68 2.24 -3.91
Cl -8.92 -0.13 -2.28
P -3.39 0.26 -2.92
C -2.44 1.87 -2.50
C -2.10 -1.10 -2.72
C -1.14 -1.14 -4.01
H -7.51 -4.03 0.28
H -5.62 -3.84 0.00
H -8.10 -2.89 -1.78
H -6.44 -1.80 -3.38
H -5.10 -2.60 -2.48
H -4.73 1.43 -0.42
H -4.62 -1.60 0.79
H -3.17 0.05 1.51
H -2.50 0.26 -0.17
H -1.37 -2.03 -0.01
H -2.18 -2.26 1.62
H 0.41 -0.70 0.86
H -0.74 0.36 1.81
H -0.21 -1.28 2.50
H -6.90 -0.29 2.26
H -5.38 0.47 1.64
H -7.91 1.91 0.63
H -5.79 3.23 0.45
H -6.53 3.95 1.93
H -5.17 2.70 2.06
H -7.27 2.19 3.43
H -8.28 3.28 -3.74
H -8.63 1.94 -4.99
H -9.77 2.27 -3.57
H -3.06 2.60 -1.91
H -1.99 2.34 -3.42
H -1.59 1.54 -1.83
H -1.44 -0.81 -1.85
H -2.62 -2.09 -2.60
H -0.08 -0.88 -3.67
H -1.43 -0.35 -4.78
H -1.07 -2.17 -4.45
O -1.09 -3.84 -3.10
C -1.20 -4.98 -3.45
O -0.35 -5.49 -4.36
C -0.29 -6.88 -4.71
C -1.32 -7.22 -5.78
C -2.35 -5.82 -2.96
H -0.38 -7.51 -3.83
H 0.71 -7.05 -5.11
H -2.34 -7.05 -5.43
H -1.23 -8.26 -6.08
H -1.18 -6.58 -6.66
H -3.24 -5.60 -3.56
H -2.54 -5.57 -1.92
H -2.15 -6.89 -2.99
O 0.69 2.25 -1.15
C 1.41 2.53 -0.23
O 0.90 3.08 0.88
C 1.63 3.28 2.10
C 2.41 4.58 2.06
C 2.91 2.35 -0.33
H 2.26 2.42 2.33
H 0.88 3.33 2.90
H 3.15 4.57 1.27
H 2.91 4.75 3.02
H 1.73 5.42 1.86
H 3.33 3.21 -0.85
H 3.11 1.44 -0.91
H 3.40 2.22 0.63
O 5.05 2.47 2.37
C 5.76 2.75 3.30
O 5.24 3.30 4.41
C 5.96 3.50 5.63
C 6.74 4.80 5.60
C 7.26 2.58 3.21
H 6.59 2.64 5.86
H 5.21 3.55 6.42
H 7.49 4.80 4.81
H 7.24 4.97 6.55
H 6.07 5.64 5.40
H 7.68 3.44 2.69
H 7.47 1.67 2.64
H 7.75 2.45 4.17
O 10.35 1.39 4.04
C 10.34 0.60 3.12
O 10.49 -0.72 3.36
C 10.31 -1.74 2.38
C 11.58 -1.95 1.58
C 10.27 1.07 1.70
H 9.45 -1.53 1.75
H 10.08 -2.65 2.93
H 11.86 -1.06 1.02
H 11.45 -2.77 0.87
H 12.41 -2.19 2.24
H 11.26 1.36 1.36
H 9.60 1.93 1.66
H 9.86 0.33 1.01
*
```

- largest force on an atom (eV/Å) = 3.42
- E_LUMO (eV) = 1.441
- gap between HOMO and LUMO (eV) = 5.1
- HOMO level (Ha) = -0.133

Results of the Löwdin charge analysis, in e, for atoms 1 through 6: -0.10 -0.31 -0.40 1.51 -0.23 -0.39



# 4
Computed, not measured: 8 unconnected molecules or ions with the total composition C31H64ClFN2O23P, with ωB97M-V/def2-TZVPD.

Structure (ORCA input):
```
! wB97M-V def2-TZVPD RIJCOSX def2/J DEFGRID3
* xyz 1 1
C -7.78 -2.74 1.89
C -6.46 -3.63 1.42
C -5.19 -3.09 2.34
C -3.83 -4.01 2.00
C -2.78 -3.19 1.00
C -1.81 -4.31 0.30
C -0.83 -3.70 -0.89
O -1.71 -2.78 -1.68
C 0.36 -2.70 -0.28
N 0.88 -1.94 -1.51
F 1.85 -1.09 -1.02
C 1.65 -2.97 -2.29
C 0.84 -4.31 -2.73
N -0.31 -4.73 -1.87
P -0.05 -6.31 -1.00
O 0.72 -7.48 -2.09
Cl 1.31 -6.10 0.62
H -7.64 -2.51 3.05
H -8.77 -3.37 1.72
H -7.83 -1.69 1.33
H -6.62 -4.79 1.56
H -6.30 -3.43 0.26
H -5.43 -3.14 3.50
H -5.02 -1.96 1.98
H -3.29 -4.37 2.98
H -4.18 -4.96 1.40
H -3.46 -2.59 0.25
H -2.19 -2.37 1.63
H -2.55 -5.08 -0.24
H -1.21 -4.82 1.18
H -1.75 -1.88 -1.24
H 1.24 -3.29 0.23
H -0.08 -1.96 0.54
H 2.66 -3.32 -1.77
H 2.00 -2.44 -3.30
H 0.42 -4.12 -3.83
H 1.66 -5.17 -2.88
H -1.12 -4.94 -2.53
H 1.71 -7.26 -1.97
C -4.35 1.65 -1.58
O -4.39 1.15 -0.24
C -4.50 2.11 0.71
O -4.57 3.31 0.51
O -4.53 1.50 1.92
C -4.64 2.39 3.03
H -4.26 0.80 -2.25
H -5.28 2.18 -1.81
H -3.48 2.29 -1.72
H -5.58 2.96 2.97
H -3.78 3.07 3.07
H -4.66 1.80 3.95
C 4.47 -0.30 0.22
O 5.48 -0.92 1.01
C 5.29 -0.81 2.35
O 4.35 -0.24 2.89
O 6.31 -1.43 2.98
C 6.24 -1.39 4.41
H 4.73 -0.45 -0.83
H 3.50 -0.77 0.41
H 4.43 0.77 0.41
H 5.34 -1.90 4.76
H 6.27 -0.36 4.77
H 7.11 -1.92 4.80
C -9.37 7.31 2.89
O -9.00 6.54 1.75
C -7.66 6.47 1.53
O -6.80 7.00 2.21
O -7.45 5.71 0.43
C -6.08 5.56 0.08
H -10.46 7.29 2.97
H -8.95 6.87 3.80
H -9.05 8.35 2.78
H -5.53 5.05 0.88
H -5.62 6.53 -0.15
H -6.03 4.93 -0.82
C -1.94 7.02 3.52
O -1.57 5.68 3.87
C -0.24 5.46 3.92
O 0.63 6.29 3.70
O -0.03 4.17 4.26
C 1.34 3.79 4.36
H -3.03 7.08 3.51
H -1.56 7.73 4.26
H -1.57 7.26 2.52
H 1.85 4.38 5.13
H 1.84 3.91 3.39
H 1.38 2.74 4.64
C 8.17 0.18 -2.29
O 7.11 1.08 -2.60
C 7.17 1.61 -3.85
O 8.04 1.38 -4.68
O 6.11 2.44 -4.01
C 6.05 3.07 -5.29
H 8.02 -0.18 -1.27
H 8.16 -0.68 -2.96
H 9.14 0.70 -2.33
H 5.95 2.32 -6.08
H 6.93 3.70 -5.45
H 5.16 3.71 -5.30
C 1.66 -9.61 0.71
O 2.09 -10.58 1.66
C 3.22 -10.25 2.33
O 3.86 -9.22 2.19
O 3.52 -11.25 3.19
C 4.69 -11.04 3.97
H 0.75 -9.98 0.23
H 1.42 -8.66 1.21
H 2.42 -9.46 -0.06
H 4.58 -10.15 4.60
H 5.57 -10.94 3.32
H 4.83 -11.90 4.62
C 2.65 7.98 -8.97
O 3.66 7.36 -8.17
C 3.47 7.48 -6.83
O 2.53 8.04 -6.29
O 4.49 6.85 -6.20
C 4.42 6.89 -4.78
H 2.91 7.83 -10.02
H 1.68 7.52 -8.78
H 2.61 9.06 -8.77
H 3.52 6.38 -4.43
H 4.45 7.92 -4.42
H 5.29 6.36 -4.38
*
```

- largest force on an atom (eV/Å) = 5.11
- E_LUMO (eV) = -3.946
- gap between HOMO and LUMO (eV) = 8.0
- HOMO level (Ha) = -0.438

Results of the Löwdin charge analysis, in e, for atoms 1 through 6: -0.15 -0.27 -0.21 -0.20 -0.19 -0.17